59
Properties=species:S:1:pos:R:3:lowdin_charge:R:1 method="wB97M-V/def2-TZVPD" lumo_energy_ev=1.0 multiplicity=1 orbital_gap_ev=6.8418 e_tot_ha=-63569.24621 total_charge=-1
O 1.926 -2.947 -2.999 -0.418
S 1.098 -1.948 -3.796 0.664
O 2.096 -1.018 -4.453 -0.342
F 0.246 -2.890 -4.935 -0.273
N 0.072 -1.183 -2.655 -0.610
S -0.900 0.064 -3.382 0.557
O -0.426 0.544 -4.725 -0.368
O -0.987 1.224 -2.419 -0.540
C -2.585 -0.704 -3.687 -0.216
C -3.257 -0.484 -5.075 -0.018
C -4.655 -1.145 -5.345 -0.059
C -5.340 -2.015 -4.234 -0.069
C -4.657 -2.208 -2.833 -0.178
C -3.262 -1.535 -2.551 -0.215
H -2.764 0.148 -5.890 0.103
H -5.211 -1.011 -6.341 0.085
H -6.342 -2.509 -4.457 0.081
H -5.127 -2.823 -1.987 0.085
H -2.736 -1.633 -1.549 -0.002
C -1.565 -5.702 -3.381 -1.572
Br -2.434 -7.378 -2.919 0.522
Br -2.613 -4.167 -2.817 0.762
Br 0.251 -5.622 -2.708 0.620
H -1.505 -5.664 -4.467 -0.025
C -2.095 -1.144 1.968 -1.567
Br -2.805 -0.019 3.383 0.538
Br -3.259 -2.654 1.601 0.559
Br -1.697 -0.129 0.367 0.679
H -1.152 -1.552 2.330 -0.068
C 2.360 1.119 -0.342 -1.463
Br 1.489 2.062 1.121 0.482
Br 1.067 0.287 -1.548 0.860
Br 3.606 2.266 -1.295 0.465
H 2.944 0.314 0.102 -0.027
C 0.616 3.968 4.461 -1.595
Br -0.097 5.088 5.877 0.536
Br -0.544 2.459 4.084 0.510
Br 1.013 4.990 2.862 0.540
H 1.560 3.562 4.822 -0.021
C -1.668 -3.209 5.543 -1.608
Br -2.285 -4.796 6.473 0.561
Br -1.028 -1.852 6.772 0.531
Br -0.344 -3.634 4.190 0.593
H -2.529 -2.788 5.024 -0.057
C 3.389 6.388 -2.899 -1.593
Br 2.490 5.346 -1.534 0.542
Br 3.704 8.215 -2.324 0.538
Br 5.022 5.533 -3.505 0.536
H 2.719 6.435 -3.756 -0.026
C 7.706 2.724 -0.948 -1.602
Br 6.850 1.043 -0.503 0.550
Br 6.667 4.245 -0.343 0.526
Br 9.533 2.797 -0.296 0.539
H 7.754 2.781 -2.034 -0.025
C -0.020 0.602 10.095 -1.614
Br 1.179 -0.854 9.639 0.542
Br 0.008 2.004 8.754 0.548
Br -1.822 -0.030 10.439 0.548
H 0.347 1.039 11.022 -0.031

37
Properties=species:S:1:pos:R:3:lowdin_charge:R:1 method="wB97M-V/def2-TZVPD" lumo_energy_ev="-3.1 / -4.5" e_above_lowest_ev=0.555 multiplicity=3 orbital_gap_ev="7.6973 / 6.3566" e_tot_ha=-4876.29763 total_charge=+1
Pd -0.117 0.220 -0.075 0.709
Cl 0.318 4.442 5.969 0.693
C 0.119 3.241 4.734 -0.664
C 0.051 1.881 5.100 -0.093
C -0.115 0.910 4.158 -0.577
Cl -0.210 -0.747 4.633 0.741
C -0.243 1.217 2.771 -0.363
O -0.509 0.262 1.951 -0.188
C -0.124 2.592 2.429 -0.134
C -0.121 3.057 1.086 -0.187
O -0.080 2.395 0.035 -0.114
C 0.034 3.588 3.428 -0.069
H 0.132 1.604 6.144 0.117
H -0.135 4.149 0.970 0.139
H 0.098 4.631 3.137 0.119
C 3.228 3.628 -0.624 -0.044
N 3.018 2.226 -0.283 -0.029
C 2.562 1.316 -1.120 -0.851
N 2.399 1.650 -2.396 0.149
S 2.203 -0.293 -0.558 0.616
H 3.412 4.182 0.292 0.098
H 2.337 4.035 -1.105 0.093
H 4.093 3.753 -1.276 0.098
H 3.124 1.924 0.673 0.134
H 2.696 2.538 -2.765 0.111
H 2.093 0.939 -3.038 0.112
Br -1.301 -2.077 -0.713 0.860
C -2.776 -0.936 -0.326 -0.698
C -4.041 -1.439 -0.134 -0.070
C -5.027 -0.509 0.165 -0.025
C -4.699 0.835 0.256 -0.028
C -3.388 1.219 0.048 -0.092
N -2.431 0.335 -0.250 -0.043
H -4.245 -2.498 -0.203 0.118
H -6.045 -0.840 0.329 0.125
H -5.448 1.579 0.488 0.118
H -3.079 2.254 0.109 0.121

33
Properties=species:S:1:pos:R:3:lowdin_charge:R:1 method="wB97M-V/def2-TZVPD" lumo_energy_ev=0.7 e_above_lowest_ev=3.293 multiplicity=1 orbital_gap_ev=9.6993 e_tot_ha=-3450.42232
O 1.393 -2.558 -1.122 0.109
O 1.460 1.163 -3.850 0.086
Br -3.448 2.538 3.178 0.725
O 1.568 0.352 -1.031 0.023
C 1.124 -1.822 -2.064 -0.326
C 1.164 0.036 -3.422 -0.337
C -0.548 -0.136 4.635 -0.061
C -1.684 0.692 4.494 -0.133
C 0.307 -0.329 3.520 -0.031
C -1.930 1.344 3.277 -0.570
C 0.044 0.293 2.303 -0.169
C -1.041 1.135 2.173 -0.196
N 1.149 -0.422 -2.115 0.065
N 0.549 0.517 -0.124 -0.150
C 0.991 0.001 1.169 -0.098
C -1.316 1.729 0.822 -0.152
C -0.063 1.837 -0.019 -0.141
C -0.412 -1.848 -4.120 -0.015
C 0.861 -2.354 -3.457 -0.119
C 0.929 -1.148 -4.337 -0.124
H -0.285 -0.614 5.581 0.103
H -2.364 0.845 5.332 0.095
H 1.193 -0.970 3.620 0.121
H 2.006 0.395 1.419 0.145
H 1.125 -1.091 1.096 0.126
H -2.080 1.138 0.325 0.131
H -1.713 2.721 0.924 0.083
H -0.325 2.154 -1.046 0.135
H 0.641 2.591 0.364 0.135
H -0.885 -2.425 -4.918 0.113
H -1.134 -1.337 -3.497 0.112
H 1.319 -3.269 -3.765 0.146
H 1.403 -1.157 -5.346 0.168

35
Properties=species:S:1:pos:R:3:lowdin_charge:R:1 method="wB97M-V/def2-TZVPD" lumo_energy_ev=-2.3 multiplicity=1 orbital_gap_ev=8.4934 e_tot_ha=-3969.94388 total_charge=+1
Na -1.074 1.009 0.053 0.200
C -1.340 -1.148 5.277 -0.033
N -0.382 -1.611 4.283 -0.127
C 0.556 -2.604 4.478 -0.026
C 1.244 -2.742 3.344 -0.025
N 0.727 -1.820 2.426 0.026
C -0.299 -1.110 3.026 -0.677
S -1.308 0.114 2.478 0.691
C 1.223 -1.686 1.101 -0.231
C 2.273 -2.493 0.661 0.017
C 2.728 -2.334 -0.632 -0.033
C 2.138 -1.385 -1.456 -0.038
C 1.109 -0.642 -0.920 -0.115
N 0.656 -0.783 0.328 0.087
H -1.183 -1.719 6.187 0.095
H -2.354 -1.294 4.913 0.089
H -1.194 -0.088 5.470 0.089
H 0.655 -3.130 5.411 0.134
H 2.049 -3.414 3.123 0.113
H 2.729 -3.228 1.303 0.103
H 3.541 -2.949 -0.995 0.122
H 2.467 -1.232 -2.474 0.113
H 0.600 0.118 -1.505 0.071
O -1.811 4.339 -5.619 0.114
C -1.492 3.553 -4.584 -0.297
C -0.481 2.596 -4.618 0.020
C -0.249 1.849 -3.484 -0.114
N -0.938 1.985 -2.343 -0.004
C -1.889 2.906 -2.353 -0.702
Br -2.858 3.088 -0.729 0.870
C -2.223 3.716 -3.412 -0.021
H -1.254 4.156 -6.386 0.129
H 0.113 2.436 -5.509 0.126
H 0.533 1.098 -3.488 0.108
H -3.014 4.449 -3.353 0.127

37
Properties=species:S:1:pos:R:3:lowdin_charge:R:1 method="wB97M-V/def2-TZVPD" lumo_energy_ev="3.1 / 3.1" multiplicity=1 orbital_gap_ev="2.2316 / 2.2296" e_tot_ha=-1324.44114 total_charge=-2
C -0.264 1.149 -4.510 -0.242
C 1.136 1.294 -4.279 -0.284
C 1.316 2.091 -3.102 -0.290
C 0.010 2.436 -2.608 -0.278
C -0.959 1.856 -3.486 -0.239
Cd 0.403 0.085 -2.084 1.321
N -1.210 -1.483 -2.454 -0.268
C -0.254 -2.449 -2.894 -0.636
C 1.126 -1.813 -3.042 -0.328
H 2.269 2.441 -2.697 0.056
H 1.930 0.873 -4.898 0.063
H -0.208 3.100 -1.775 0.061
H -2.039 1.979 -3.412 0.069
H -0.723 0.604 -5.334 0.067
H 1.482 -1.729 -4.069 -0.035
H -0.125 -3.271 -2.130 0.045
H -2.187 -1.790 -2.398 -0.081
H 1.886 -2.117 -2.317 -0.058
H -0.562 -2.814 -3.917 0.048
O -1.103 1.702 0.220 0.000
C -0.500 0.704 0.645 -0.626
O 0.156 -0.191 -0.002 -0.191
C -0.379 0.317 2.087 -0.088
C 0.326 -0.862 2.413 0.116
C 0.501 -1.182 3.773 -0.128
C -0.008 -0.364 4.780 0.071
C -0.699 0.793 4.415 -0.138
C -0.892 1.145 3.068 0.084
N -1.236 1.669 5.424 -0.332
O -1.059 1.349 6.619 0.030
O -1.841 2.687 5.060 0.056
N 1.225 -2.384 4.117 -0.326
O 1.671 -3.097 3.205 0.071
O 1.366 -2.645 5.332 0.027
H 0.741 -1.512 1.650 0.134
H 0.128 -0.616 5.826 0.120
H -1.423 2.046 2.772 0.131

44
Properties=species:S:1:pos:R:3:lowdin_charge:R:1 method="wB97M-V/def2-TZVPD" lumo_energy_ev="-12.2 / -12.4" e_above_lowest_ev=0.793 multiplicity=2 orbital_gap_ev="5.7568 / 5.4331" e_tot_ha=-6736.56904 total_charge=+3
Mo 0.141 0.533 0.200 2.005
O 0.804 0.939 -4.084 0.266
C 0.561 0.243 -3.030 -0.392
O 0.687 0.689 -1.877 -0.079
C 0.127 -1.164 -3.365 -0.047
O -0.341 -1.848 -2.217 -0.212
C 0.457 -2.888 -1.722 -0.059
C 1.227 -2.527 -0.474 -0.237
O 2.017 -3.049 0.172 0.322
O 0.758 -1.093 0.088 -0.309
H 1.042 1.870 -3.924 0.187
H 0.961 -1.673 -3.856 0.175
H -0.681 -1.095 -4.095 0.158
H 1.203 -3.244 -2.439 0.176
H -0.172 -3.739 -1.447 0.166
Se -0.573 2.451 2.965 0.857
Se 1.393 1.282 3.485 0.851
C 2.305 1.928 1.943 -0.650
C 3.464 2.646 2.148 -0.048
C 4.112 3.253 1.081 0.049
C 3.543 3.150 -0.179 0.017
C 2.404 2.399 -0.336 -0.076
N 1.786 1.753 0.693 -0.144
C -1.563 0.834 2.737 -0.664
C -2.679 0.575 3.504 -0.034
C -3.220 -0.704 3.489 0.042
C -2.589 -1.692 2.741 0.016
C -1.512 -1.350 1.958 -0.107
N -1.027 -0.089 1.913 -0.176
H 3.833 2.760 3.159 0.129
H 5.016 3.827 1.240 0.150
H 3.975 3.640 -1.040 0.141
H 1.953 2.298 -1.305 0.100
H -3.079 1.347 4.148 0.134
H -4.087 -0.936 4.095 0.147
H -2.927 -2.718 2.759 0.141
H -1.025 -2.088 1.342 0.106
F -0.899 1.924 -0.279 -0.355
Sb -2.967 -1.431 -1.763 1.670
F -1.960 -0.293 -0.548 -0.378
F -4.532 -1.270 -0.841 -0.239
F -2.419 -0.144 -2.987 -0.263
F -3.468 -2.513 -3.157 -0.251
F -2.048 -2.791 -0.893 -0.287

40
Properties=species:S:1:pos:R:3:lowdin_charge:R:1 method="wB97M-V/def2-TZVPD" lumo_energy_ev=-5.6 multiplicity=1 orbital_gap_ev=6.1572 e_tot_ha=-1888.78506 total_charge=+1
N -0.051 1.322 1.218 0.269
C -0.264 0.656 0.295 -0.270
O -0.675 -0.078 -0.712 0.120
N -2.044 0.077 -0.785 -0.143
N -2.541 1.104 -1.340 0.209
N -3.831 0.996 -1.240 0.178
C -4.093 -0.107 -0.600 -0.272
C -5.425 -0.613 -0.232 0.014
C -6.233 0.421 0.521 -0.458
O -7.196 0.163 1.169 0.205
F -5.775 1.646 0.419 0.164
N -2.950 -0.753 -0.310 -0.077
P -2.578 -2.376 0.528 0.569
O -3.809 -3.294 0.087 -0.342
I -2.955 -1.937 2.887 0.556
H -5.370 -1.445 0.436 0.088
H -5.961 -0.910 -1.121 0.163
H -4.517 -3.311 0.743 0.044
N 3.742 -2.374 3.767 0.063
C 2.460 -2.442 3.424 -0.157
C 1.794 -1.420 2.766 -0.091
C 2.488 -0.270 2.454 -0.096
C 3.825 -0.178 2.801 -0.057
C 4.401 -1.258 3.455 -0.137
H 1.952 -3.363 3.689 0.103
H 0.749 -1.515 2.499 0.065
H 1.987 0.537 1.943 0.054
H 4.406 0.705 2.575 0.106
H 5.444 -1.237 3.747 0.109
N 4.096 2.577 -2.220 0.064
C 2.947 2.109 -1.749 -0.159
C 1.966 1.538 -2.545 -0.084
C 2.189 1.452 -3.909 -0.080
C 3.380 1.937 -4.417 -0.063
C 4.297 2.487 -3.532 -0.138
H 2.811 2.199 -0.676 0.097
H 1.048 1.171 -2.106 0.063
H 1.447 1.014 -4.566 0.105
H 3.597 1.892 -5.475 0.106
H 5.244 2.876 -3.887 0.109

33
Properties=species:S:1:pos:R:3:lowdin_charge:R:1 method="wB97M-V/def2-TZVPD" lumo_energy_ev="-6.4 / -6.5" multiplicity=1 orbital_gap_ev="4.9532 / 4.9250" e_tot_ha=-1288.66197 total_charge=+1
In -6.918 -9.364 3.343 1.159
C -10.570 -11.918 1.771 0.015
C -9.556 -10.946 2.335 -0.224
N -8.281 -11.287 2.573 -0.061
O -8.092 -12.713 2.484 -0.029
C -9.930 -9.578 2.671 -0.267
C -11.364 -9.042 2.778 0.008
N -9.000 -8.730 2.965 -0.243
O -9.161 -7.584 3.457 -0.109
H -10.871 -12.671 2.510 0.109
H -10.137 -12.456 0.944 0.089
H -11.455 -11.308 1.440 0.103
H -7.197 -12.853 2.794 0.093
H -11.632 -8.691 1.763 0.107
H -11.284 -8.182 3.453 0.082
H -12.123 -9.749 3.099 0.084
I -5.842 -6.332 4.535 1.031
C -6.388 -7.132 6.401 -0.608
C -6.160 -6.297 7.471 -0.160
C -5.980 -6.772 8.787 -0.065
C -6.104 -8.109 9.057 -0.007
C -6.533 -8.994 7.985 -0.129
C -6.892 -10.354 8.304 -0.004
C -7.403 -11.155 7.318 -0.058
C -7.529 -10.686 5.984 -0.137
C -7.046 -9.456 5.597 -0.214
C -6.663 -8.530 6.625 -0.228
H -6.134 -5.204 7.341 0.108
H -5.576 -6.121 9.571 0.122
H -5.886 -8.551 10.039 0.125
H -6.779 -10.670 9.343 0.125
H -7.675 -12.171 7.539 0.110
H -8.039 -11.312 5.290 0.072